{"formula": "C56H98N14", "method": "ωB97M-V/def2-TZVPD", "species": ["C", "C", "C", "C", "N", "H", "H", "H", "H", "H", "H", "H", "C", "C", "C", "C", "N", "H", "H", "H", "H", "H", "H", "H", "C", "C", "C", "C", "N", "H", "H", "H", "H", "H", "H", "H", "C", "C", "C", "C", "N", "H", "H", "H", "H", "H", "H", "H", "C", "C", "C", "C", "N", "H", "H", "H", "H", "H", "H", "H", "C", "C", "C", "C", "N", "H", "H", "H", "H", "H", "H", "H", "C", "C", "C", "C", "N", "H", "H", "H", "H", "H", "H", "H", "C", "C", "C", "C", "N", "H", "H", "H", "H", "H", "H", "H", "C", "C", "C", "C", "N", "H", "H", "H", "H", "H", "H", "H", "C", "C", "C", "C", "N", "H", "H", "H", "H", "H", "H", "H", "C", "C", "C", "C", "N", "H", "H", "H", "H", "H", "H", "H", "C", "C", "C", "C", "N", "H", "H", "H", "H", "H", "H", "H", "C", "C", "C", "C", "N", "H", "H", "H", "H", "H", "H", "H", "C", "C", "C", "C", "N", "H", "H", "H", "H", "H", "H", "H"], "xyz": [[17.341, 21.819, 17.827], [16.631, 20.502, 17.947], [15.192, 20.620, 17.434], [15.174, 20.953, 16.010], [15.121, 21.305, 14.915], [18.418, 21.685, 17.856], [17.142, 22.507, 18.666], [17.090, 22.351, 16.909], [16.519, 20.233, 19.003], [17.148, 19.712, 17.406], [14.597, 21.365, 17.972], [14.698, 19.656, 17.551], [8.795, 13.559, 16.337], [7.851, 12.384, 16.722], [8.734, 11.289, 17.253], [7.995, 10.192, 17.840], [7.389, 9.320, 18.259], [9.421, 13.892, 17.180], [8.259, 14.461, 15.972], [9.496, 13.247, 15.583], [7.273, 12.028, 15.897], [7.235, 12.719, 17.528], [9.399, 11.624, 18.044], [9.384, 10.895, 16.471], [14.415, 17.433, 22.027], [14.400, 18.338, 20.761], [13.501, 19.520, 20.886], [12.107, 19.134, 21.207], [11.029, 18.830, 21.428], [14.817, 18.006, 22.875], [15.049, 16.547, 21.819], [13.404, 17.210, 22.281], [14.125, 17.690, 19.948], [15.414, 18.643, 20.637], [13.532, 20.060, 19.928], [13.793, 20.206, 21.717], [12.437, 15.421, 10.300], [11.606, 15.812, 9.078], [11.913, 17.235, 8.628], [11.791, 18.235, 9.721], [11.671, 18.892, 10.667], [12.257, 16.137, 11.094], [13.506, 15.501, 10.118], [12.220, 14.376, 10.543], [10.556, 15.724, 9.325], [11.777, 15.172, 8.224], [11.306, 17.557, 7.776], [12.966, 17.252, 8.323], [12.523, 23.267, 12.649], [12.042, 22.436, 11.466], [13.146, 22.279, 10.412], [13.525, 23.535, 9.802], [13.835, 24.466, 9.236], [12.682, 24.302, 12.355], [13.477, 22.895, 13.036], [11.828, 23.265, 13.506], [11.193, 22.947, 10.983], [11.766, 21.464, 11.858], [12.888, 21.585, 9.599], [14.016, 21.818, 10.862], [17.474, 19.466, 10.924], [16.249, 19.067, 11.748], [15.256, 18.202, 10.993], [15.047, 18.659, 9.630], [14.857, 18.971, 8.534], [17.228, 19.932, 9.962], [17.964, 18.522, 10.682], [18.103, 20.175, 11.410], [15.705, 19.957, 12.139], [16.557, 18.499, 12.615], [14.343, 18.146, 11.589], [15.612, 17.181, 10.889], [18.975, 19.374, 14.916], [19.726, 18.063, 15.208], [19.237, 16.907, 14.346], [17.791, 16.737, 14.441], [16.652, 16.568, 14.532], [17.898, 19.229, 14.788], [19.342, 19.799, 13.992], [19.146, 20.126, 15.676], [19.588, 17.752, 16.251], [20.783, 18.249, 15.080], [19.788, 16.010, 14.621], [19.415, 17.072, 13.273], [8.383, 18.023, 13.987], [9.217, 17.670, 12.741], [9.333, 16.159, 12.579], [8.005, 15.486, 12.394], [6.985, 15.034, 12.241], [8.420, 19.051, 14.269], [8.728, 17.502, 14.874], [7.336, 17.692, 13.828], [10.220, 18.017, 12.905], [8.784, 18.066, 11.801], [9.699, 15.690, 13.498], [9.987, 15.888, 11.727], [11.400, 21.047, 16.303], [10.043, 20.681, 16.915], [10.105, 20.480, 18.415], [10.511, 21.719, 19.079], [10.962, 22.629, 19.618], [11.767, 22.045, 16.549], [11.340, 21.055, 15.221], [12.122, 20.234, 16.517], [9.707, 19.789, 16.380], [9.294, 21.466, 16.688], [10.866, 19.750, 18.751], [9.139, 20.136, 18.788], [13.045, 18.230, 13.973], [12.390, 16.987, 14.492], [13.059, 16.426, 15.782], [12.877, 17.246, 16.960], [12.719, 17.895, 17.905], [14.108, 18.065, 13.821], [13.044, 19.055, 14.666], [12.637, 18.478, 12.996], [12.351, 16.226, 13.721], [11.348, 17.270, 14.686], [14.148, 16.342, 15.598], [12.640, 15.451, 15.972], [12.789, 9.269, 15.527], [12.305, 9.770, 16.867], [12.486, 11.246, 17.003], [13.895, 11.684, 16.847], [14.975, 12.074, 16.735], [12.505, 8.231, 15.383], [13.847, 9.440, 15.455], [12.272, 9.714, 14.681], [12.892, 9.174, 17.562], [11.232, 9.582, 16.961], [12.224, 11.603, 17.991], [11.833, 11.763, 16.304], [8.984, 14.933, 20.215], [9.980, 16.086, 20.164], [11.410, 15.636, 20.307], [11.755, 14.725, 19.235], [12.177, 14.077, 18.438], [9.149, 14.125, 19.480], [7.967, 15.298, 20.094], [9.006, 14.404, 21.153], [9.744, 16.717, 21.001], [9.787, 16.698, 19.266], [11.589, 15.171, 21.292], [11.974, 16.587, 20.267], [17.538, 15.228, 20.176], [16.521, 14.814, 19.125], [16.777, 15.549, 17.804], [18.137, 15.297, 17.322], [19.184, 15.242, 16.899], [17.369, 16.296, 20.364], [18.563, 15.008, 19.879], [17.411, 14.719, 21.122], [15.524, 15.062, 19.483], [16.488, 13.722, 18.992], [16.554, 16.608, 17.915], [16.108, 15.156, 17.016], [15.190, 14.058, 12.527], [15.085, 12.612, 13.040], [13.745, 11.968, 12.701], [12.651, 12.652, 13.360], [11.838, 13.249, 13.929], [15.032, 13.994, 11.447], [16.188, 14.438, 12.709], [14.489, 14.755, 12.940], [15.363, 12.512, 14.086], [15.872, 12.015, 12.596], [13.697, 10.895, 12.937], [13.495, 12.071, 11.631]], "forces_ev_per_a": [[0.731, 0.872, 0.462], [-0.898, 0.278, 0.557], [0.034, -0.623, -0.298], [-0.421, 0.464, -0.268], [0.133, -0.306, 0.157], [0.228, -0.040, -0.151], [-0.275, -0.306, -0.271], [0.065, -0.073, -0.093], [0.381, -0.237, -0.159], [0.006, -0.102, 0.026], [0.191, 0.012, -0.045], [-0.236, -0.030, 0.020], [-0.636, 0.458, 0.100], [1.707, 1.494, 0.333], [0.508, -0.681, 0.197], [0.053, 0.010, -0.491], [-0.466, -0.674, 0.457], [-0.352, -0.232, -0.016], [0.155, -0.644, 0.122], [0.265, -0.107, -0.574], [-0.495, -0.078, -0.515], [-0.831, 0.145, 0.347], [0.175, 0.474, 0.084], [-0.028, -0.071, -0.116], [0.942, 0.973, -0.600], [0.363, -1.802, 1.654], [-0.714, 0.998, 0.352], [1.188, 0.440, -0.722], [-0.796, -0.211, 0.277], [0.114, -0.301, -0.138], [-0.571, 0.366, 0.394], [-0.697, -0.760, 0.246], [-0.203, 0.101, -0.652], [0.763, 0.525, -0.499], [-0.371, 0.145, 0.410], [0.086, -0.387, -0.696], [0.074, -0.250, -0.758], [0.011, 0.435, 0.466], [0.522, 0.638, 0.043], [-0.343, -0.159, 0.630], [0.202, -0.478, -1.021], [-0.330, -0.264, 0.516], [0.192, -0.088, -0.320], [-0.006, 0.314, 0.493], [-0.378, -0.049, 0.057], [0.167, -0.300, -0.139], [0.068, -0.046, 0.151], [-0.193, 0.255, -0.139], [0.159, 0.208, 0.430], [0.040, 0.540, 0.051], [-0.327, -0.807, 0.092], [-0.252, -1.456, 0.548], [0.502, 1.838, -0.863], [0.016, 0.162, 0.011], [-0.069, -0.065, -0.069], [0.069, -0.047, -0.482], [0.038, -0.474, 0.280], [-0.262, -0.278, -0.394], [-0.272, 0.227, 0.193], [0.376, 0.066, 0.240], [-0.926, -0.727, -0.695], [-0.124, 1.342, 0.202], [0.185, -0.276, 0.179], [-0.833, 0.295, -0.845], [0.204, -0.149, 0.692], [-0.275, -0.124, 0.180], [0.620, 0.204, -0.019], [0.653, 0.174, 0.664], [0.388, -0.440, -0.256], [0.104, -0.070, 0.338], [-0.212, 0.073, -0.512], [0.236, -0.276, 0.124], [0.089, -0.345, -0.104], [-0.828, 0.667, 0.587], [0.417, 0.287, -0.885], [-0.647, -0.728, 0.466], [0.611, 0.263, -0.087], [0.067, 0.004, 0.195], [0.062, 0.133, -0.400], [-0.015, 0.053, 0.269], [0.022, 0.150, -0.163], [0.335, -0.270, -0.185], [-0.412, -0.255, 0.052], [0.200, 0.170, 0.180], [-0.731, -1.059, -0.667], [-0.738, -0.298, 0.394], [-0.793, -1.075, -0.081], [3.408, 1.920, 0.095], [-2.728, -1.321, -0.333], [-0.137, 0.947, -0.228], [0.287, -0.419, 0.079], [0.465, 0.420, 0.185], [0.476, 0.481, -0.396], [0.362, 0.204, 0.625], [0.468, 0.130, -0.159], [-0.316, 0.047, 0.522], [0.103, -0.452, -0.309], [0.177, 0.552, -0.976], [0.124, -0.278, 0.394], [0.144, -0.028, 0.338], [-0.130, 0.050, -0.103], [0.102, -0.228, 0.478], [-0.231, -0.017, -0.358], [-0.104, 0.649, 0.255], [-0.140, -0.153, 0.436], [0.362, -0.332, 0.123], [-0.378, 0.020, -0.490], [0.072, 0.127, 0.201], [1.105, -0.187, -0.524], [-0.532, 0.466, 0.906], [0.260, 0.061, -1.306], [-0.329, 0.709, 0.871], [0.126, -0.421, -0.718], [0.349, -0.245, -0.135], [-0.537, 0.475, 0.176], [-0.226, 0.476, 0.092], [0.196, -0.372, 0.040], [-0.010, -0.426, 0.273], [-0.407, -0.145, 0.089], [0.040, -0.499, 0.306], [-1.015, -0.277, -0.618], [-0.156, -0.853, -0.660], [0.855, 0.680, 0.622], [-0.030, 0.422, -0.369], [-0.553, -0.312, 0.062], [0.536, -0.403, 0.293], [0.555, -0.202, -0.323], [0.032, 0.698, -0.117], [-0.349, 0.287, 0.700], [0.177, -0.299, 0.316], [-0.274, 0.049, 0.246], [0.244, 0.277, -0.206], [-0.197, -0.505, -0.548], [-1.521, -0.472, 0.027], [-0.191, 1.046, 0.370], [-0.692, 3.214, 3.798], [1.627, -3.236, -4.004], [0.044, 0.539, -0.100], [-0.102, 0.006, -0.116], [0.136, -0.011, 0.682], [0.048, 0.480, 0.313], [0.481, -0.292, 0.172], [-0.088, 0.041, -0.453], [0.390, -0.812, -0.222], [-0.256, 0.212, 0.162], [-0.066, -0.535, 0.251], [-0.690, -1.337, -0.288], [-2.253, 1.073, 0.690], [2.239, -0.489, -0.710], [0.549, -0.075, 0.037], [0.027, 0.331, -0.187], [-0.301, -0.194, 0.208], [-0.192, 0.175, -0.084], [0.253, 0.330, -0.230], [0.394, 0.190, -0.104], [0.155, 0.214, 0.329], [0.503, -1.140, -0.516], [0.481, 0.247, 0.068], [-0.267, -0.249, -0.456], [-1.008, 0.784, 1.251], [0.638, -0.541, -0.597], [0.028, 0.344, -0.053], [0.135, 0.141, 0.025], [-0.530, 0.228, 0.412], [-0.625, 0.243, 0.394], [0.100, -0.112, -0.623], [0.083, 0.306, 0.045], [0.458, -0.160, 0.132]], "mulliken_charge": [-1.5430, 0.2246, 1.1435, 0.0194, -0.5619, 0.4084, 0.3805, 0.3477, 0.1038, -0.0069, 0.3205, -0.8197, -0.5071, -0.7433, 0.2110, 0.0173, -0.4742, 0.0033, 0.3374, 0.0930, 0.4305, 0.3878, 0.1220, 0.0899, -1.6910, 0.8526, 0.5657, -0.0506, -0.5387, 0.4577, 0.2968, 0.4263, -0.6434, 0.3462, -0.4269, 0.5263, -0.2561, -0.6712, -0.5864, 0.1048, -0.2640, -0.4432, 0.4776, 0.2446, 0.3220, 0.4359, 0.4624, 0.1907, -1.1527, -0.0910, 0.3173, 0.1322, -0.4812, 0.4186, 0.2424, 0.2895, 0.3463, -0.0247, 0.2060, -0.2246, -1.6138, 0.6048, 1.5421, -0.0431, -0.6574, 0.4188, 0.3838, 0.3867, 0.0753, -0.4175, -0.8933, 0.2299, -0.8631, -0.3716, -0.8255, 0.1338, -0.1712, 0.1375, 0.3189, 0.2728, 0.2114, 0.4093, 0.4449, 0.3953, -1.4504, 0.3218, 1.1181, -0.0409, -0.5349, 0.4300, 0.2229, 0.4489, -0.2958, 0.5087, -0.2567, -0.4436, -0.3979, -0.4207, 0.8323, 0.0589, -0.5804, 0.5175, 0.2314, -0.3380, -0.0437, 0.3925, -0.7228, 0.4173, 1.2743, 0.6080, 0.7036, -0.8145, 0.2498, -0.4518, -0.6852, -0.4866, -0.1400, -0.1765, -0.4544, 0.1419, -1.2510, -0.5619, 1.1916, -0.1006, -0.6380, 0.4746, 0.3722, 0.1818, 0.3396, 0.2042, 0.1870, -0.3540, -1.3377, -0.5374, 1.2264, -0.2587, -0.1306, 0.0970, 0.4331, 0.4126, 0.5109, 0.0786, 0.5532, -1.0606, -1.3178, -0.1814, 1.0145, 0.0007, -0.5754, 0.2168, 0.4220, 0.4011, -0.0047, 0.3194, -0.1787, -0.1399, -0.5427, -0.6959, -0.4534, 0.1140, -0.2830, 0.3068, 0.3176, 0.0183, 0.1747, 0.4510, 0.2763, 0.3552], "relative_energy_kj_mol": 132.6, "e_tot_ev": -80520.8965, "e_homo_ev": -11.17, "multiplicity": 1, "orbital_gap_ha": 0.4195, "lumo_energy_ev": 0.2}